155
Properties=species:S:1:pos:R:3:forces:R:3:lowdin_charge:R:1 method="wB97M-V/def2-TZVPD" e_lumo_ev=-1.1262 smiles="CCC[C@H](C)[C@]1(CCCN)[C@H](CCCP(=O)(OCC)OCC)OC(=O)[C@@]1(CCO)N(C(=O)F)C(=O)F.CCOP(=O)(OCC)OCC.CCOP(=O)(OCC)OCC.CCOP(=O)(OCC)OCC" homo_lumo_gap_ha=0.3133
C -2.750 3.496 4.657 0.127 0.392 0.231 -0.106
C -4.012 2.851 4.091 -0.017 0.102 0.076 -0.223
C -3.987 1.758 2.986 -0.108 0.266 -0.111 -0.146
C -2.727 1.049 2.441 0.127 0.089 0.386 -0.240
C -1.833 0.460 3.571 -0.452 -0.350 -0.071 -0.027
C -1.926 1.635 1.212 -0.216 -1.475 -0.147 -0.214
C -1.721 0.318 0.371 0.057 0.297 -0.344 -0.131
C -0.727 0.286 -0.788 -0.154 -0.660 -0.568 -0.168
C -0.748 -1.091 -1.491 1.024 0.276 0.037 -0.263
N -0.537 -2.244 -0.608 -0.572 0.097 -0.199 0.004
C -0.475 2.120 1.396 -0.088 1.576 1.972 -0.218
C -0.038 2.960 2.625 -0.157 -0.451 0.175 -0.133
C 1.422 2.676 3.005 -0.576 0.994 -0.034 -0.195
C 2.447 3.032 1.913 0.175 -1.162 0.051 -0.177
P 3.620 1.702 1.596 1.143 1.468 -0.297 0.478
O 4.829 2.193 0.919 -0.096 -0.187 -0.181 -0.264
O 4.016 1.121 3.040 -0.704 -0.683 -0.537 -0.189
C 3.585 -0.184 3.456 0.044 -0.136 1.098 -0.289
C 3.500 -0.183 4.972 -0.444 0.313 -0.168 -0.063
O 2.797 0.626 0.743 0.263 -0.280 0.659 -0.216
C 3.591 -0.333 0.001 -0.533 -1.051 -0.441 -0.250
C 3.144 -1.761 0.284 -0.206 0.415 0.060 -0.051
O -0.228 2.983 0.273 0.031 -0.684 -0.215 0.074
C -1.335 3.220 -0.444 0.227 -0.948 -0.535 -0.444
O -1.245 3.726 -1.517 -0.344 0.569 -0.315 0.171
C -2.594 2.737 0.328 1.242 -0.067 0.673 -0.186
C -2.944 4.030 1.114 -0.172 -0.068 -0.422 -0.048
C -2.930 5.349 0.310 -0.501 0.419 0.307 -0.230
O -1.826 6.171 0.653 0.216 -0.234 -0.140 -0.039
N -3.729 2.160 -0.459 0.184 1.201 -0.614 0.167
C -4.954 2.917 -0.402 -1.783 -1.002 0.845 -0.481
O -5.922 2.451 0.110 0.473 0.265 -0.107 0.199
F -5.073 4.120 -0.967 1.025 -0.322 -0.064 0.160
C -3.499 1.855 -1.834 0.303 0.257 -1.041 -0.507
O -3.462 2.618 -2.724 -0.067 0.989 -0.379 0.217
F -3.411 0.569 -2.167 -0.041 -0.670 1.185 0.150
H -3.041 4.085 5.531 -0.017 -0.017 0.008 0.078
H -2.270 4.212 3.990 -0.038 -0.129 -0.166 0.059
H -1.983 2.808 5.006 -0.107 -0.155 -0.031 0.054
H -4.639 3.673 3.733 -0.007 -0.018 -0.048 0.100
H -4.571 2.467 4.946 0.051 -0.181 -0.041 0.102
H -4.641 0.957 3.338 0.153 -0.091 0.093 0.118
H -4.535 2.136 2.126 -0.023 -0.067 -0.019 0.071
H -3.172 0.144 2.029 -0.180 0.220 -0.295 0.116
H -0.774 0.685 3.495 0.006 0.133 0.151 0.063
H -1.908 -0.630 3.585 0.035 -0.009 -0.151 0.083
H -2.236 0.761 4.536 0.340 0.180 0.095 0.075
H -1.412 -0.441 1.092 0.110 0.062 0.039 0.113
H -2.686 -0.031 -0.002 -0.067 0.104 0.072 0.118
H -0.924 1.013 -1.581 -0.055 0.158 0.150 0.112
H 0.316 0.435 -0.496 -0.109 0.238 0.317 0.106
H 0.108 -1.069 -2.174 -0.144 -0.012 -0.190 0.102
H -1.629 -1.219 -2.116 -0.161 -0.163 0.217 0.104
H 0.001 -1.966 0.204 0.024 -0.067 0.023 0.044
H -1.434 -2.573 -0.273 0.087 -0.109 0.155 0.065
H 0.213 1.275 1.453 -0.037 -0.094 -0.882 0.138
H -0.207 4.020 2.438 0.098 0.026 -0.028 0.124
H -0.614 2.682 3.501 -0.211 0.147 -0.085 0.071
H 1.467 1.641 3.351 0.237 -0.069 -0.169 0.089
H 1.626 3.296 3.880 0.147 -0.168 0.095 0.121
H 2.010 3.238 0.937 -0.137 0.169 0.081 0.094
H 3.096 3.862 2.184 -0.131 0.112 0.055 0.104
H 4.312 -0.932 3.134 -0.051 0.034 -0.263 0.117
H 2.592 -0.426 3.075 0.109 0.031 -0.350 0.103
H 2.822 0.626 5.258 0.159 0.095 0.130 0.072
H 4.471 -0.018 5.432 0.000 -0.063 0.057 0.082
H 3.035 -1.096 5.344 0.287 -0.177 -0.046 0.079
H 3.390 -0.148 -1.053 0.266 0.312 -0.009 0.098
H 4.657 -0.267 0.204 -0.015 0.530 0.031 0.120
H 2.109 -1.923 -0.014 -0.001 0.018 -0.006 0.053
H 3.762 -2.427 -0.318 0.047 -0.107 0.145 0.089
H 3.243 -1.987 1.344 0.089 -0.221 -0.038 0.060
H -2.163 4.118 1.864 -0.143 0.069 0.147 0.105
H -3.890 3.948 1.644 0.001 -0.175 0.001 0.108
H -3.813 5.919 0.599 0.038 0.032 0.058 0.125
H -3.014 5.213 -0.766 0.223 -0.149 -0.004 0.115
H -1.080 5.928 0.094 0.015 0.063 -0.035 0.088
C -6.913 4.266 -5.935 0.109 -0.182 0.091 -0.075
C -7.723 3.259 -6.733 0.049 0.349 -0.304 -0.262
O -8.156 2.138 -5.948 0.021 0.405 0.418 -0.187
P -9.462 2.297 -5.022 0.126 -4.227 -1.640 0.445
O -10.555 2.905 -5.786 0.160 1.892 1.318 -0.210
O -9.869 0.736 -4.846 0.278 0.184 0.219 -0.210
C -11.167 0.261 -5.205 -0.259 -0.039 -0.238 -0.279
C -11.178 -0.301 -6.613 0.167 -0.269 -0.009 -0.072
O -8.877 2.483 -3.571 -0.486 1.650 -0.148 -0.173
C -7.848 1.616 -3.054 0.365 -0.222 0.658 -0.221
C -6.456 2.180 -3.231 -0.027 0.137 -0.591 -0.066
H -7.398 4.498 -4.985 -0.075 0.106 -0.074 0.070
H -6.793 5.189 -6.502 -0.039 -0.009 -0.021 0.080
H -5.920 3.878 -5.707 -0.001 0.006 0.026 0.072
H -8.588 3.745 -7.189 -0.108 -0.101 0.110 0.108
H -7.123 2.850 -7.545 -0.007 -0.121 0.059 0.119
H -11.908 1.052 -5.097 0.111 0.130 -0.055 0.105
H -11.426 -0.517 -4.485 0.129 -0.006 0.037 0.116
H -10.634 0.343 -7.303 -0.125 0.169 0.045 0.075
H -12.199 -0.427 -6.974 -0.006 0.025 0.016 0.076
H -10.690 -1.277 -6.635 0.008 0.009 -0.021 0.073
H -7.924 0.618 -3.479 -0.170 0.068 -0.194 0.118
H -8.062 1.524 -1.989 -0.173 0.111 -0.027 0.123
H -6.077 1.989 -4.234 -0.017 0.050 -0.026 0.083
H -5.758 1.708 -2.548 -0.293 -0.218 0.096 0.048
H -6.431 3.257 -3.068 -0.047 -0.019 0.140 0.086
C 6.871 -5.101 4.506 -0.023 -0.128 -0.017 -0.081
C 5.351 -5.065 4.598 -0.207 0.158 -0.075 -0.293
O 4.818 -5.947 5.582 0.382 -0.061 -0.039 -0.260
P 4.813 -5.474 7.197 -4.529 -4.830 -5.504 0.631
O 4.026 -4.236 6.890 2.496 2.153 2.878 -0.217
O 3.656 -6.407 7.856 0.678 0.256 0.868 -0.212
C 2.536 -5.841 8.544 -0.380 0.223 -0.108 -0.278
C 1.340 -5.700 7.622 -0.109 -0.279 -0.097 -0.073
O 5.956 -6.573 7.483 1.411 2.454 1.882 -0.234
C 5.896 -7.934 6.995 0.085 -0.642 0.023 -0.240
C 6.662 -8.180 5.716 -0.093 0.172 -0.251 -0.076
H 7.328 -5.047 5.496 0.004 0.113 -0.008 0.073
H 7.233 -4.265 3.906 -0.028 0.027 0.018 0.077
H 7.215 -6.022 4.040 0.036 0.013 0.001 0.061
H 5.016 -4.044 4.796 -0.039 -0.023 0.048 0.092
H 4.912 -5.365 3.645 -0.004 -0.055 0.012 0.117
H 2.801 -4.881 8.986 0.085 0.046 -0.142 0.104
H 2.301 -6.515 9.369 0.106 -0.098 -0.055 0.117
H 1.629 -5.302 6.651 0.094 0.168 0.091 0.073
H 0.584 -5.050 8.064 0.022 0.010 0.018 0.077
H 0.884 -6.676 7.446 -0.007 0.007 -0.004 0.075
H 4.863 -8.260 6.904 -0.084 0.222 0.010 0.115
H 6.354 -8.522 7.791 -0.020 0.187 0.144 0.121
H 6.086 -7.892 4.841 -0.010 0.067 0.031 0.067
H 6.875 -9.247 5.623 0.051 -0.002 0.160 0.083
H 7.599 -7.627 5.705 0.071 -0.119 0.091 0.078
C 4.762 1.434 -3.321 -0.103 0.052 -0.168 -0.063
C 4.311 0.063 -3.800 -0.073 0.156 0.503 -0.271
O 4.797 -0.251 -5.112 0.378 0.299 0.179 -0.184
P 6.302 -0.800 -5.264 -2.594 -2.059 -3.088 0.445
O 6.549 -1.869 -4.291 1.476 1.378 1.103 -0.212
O 6.184 -1.542 -6.702 0.058 0.387 0.051 -0.210
C 6.518 -2.920 -6.859 -0.044 -0.337 0.091 -0.280
C 5.289 -3.802 -6.745 -0.186 0.044 -0.250 -0.072
O 7.113 0.446 -5.781 0.679 0.065 1.594 -0.179
C 6.640 1.260 -6.876 0.128 0.465 -0.417 -0.241
C 5.878 2.486 -6.420 -0.282 -0.092 0.159 -0.074
H 5.828 1.583 -3.501 0.025 -0.067 0.141 0.074
H 4.571 1.553 -2.253 0.038 -0.021 0.005 0.066
H 4.229 2.225 -3.847 0.018 0.010 -0.012 0.075
H 4.633 -0.706 -3.093 0.102 -0.088 -0.152 0.098
H 3.223 0.023 -3.848 0.014 -0.048 -0.174 0.118
H 7.275 -3.216 -6.134 -0.065 0.104 0.130 0.104
H 6.968 -3.024 -7.847 -0.049 0.120 -0.033 0.116
H 4.655 -3.496 -5.914 0.158 -0.025 0.142 0.075
H 5.570 -4.847 -6.612 0.023 0.011 0.015 0.076
H 4.686 -3.728 -7.652 -0.018 -0.001 0.017 0.073
H 6.053 0.668 -7.573 -0.010 -0.190 0.130 0.115
H 7.543 1.574 -7.398 0.102 -0.128 0.104 0.121
H 4.842 2.248 -6.186 0.024 -0.055 0.070 0.066
H 5.863 3.225 -7.222 0.106 -0.011 -0.011 0.081
H 6.333 2.927 -5.535 0.097 0.063 -0.084 0.080